ORCA calculation (ωB97M-V/def2-TZVPD) on C18H36ClNNbO6 as an isolated structure in a non-equilibrium geometry.

Each line ends with the Mulliken charge.
Atoms and positions in Å:
C -3.646 6.287 -2.148  -0.9548
C -2.247 5.766 -1.909  0.5123
O -1.330 6.505 -1.657  -0.5968
N -2.109 4.374 -2.057  -0.1970
C -2.422 3.620 -0.824  -0.5189
C -2.341 2.099 -1.036  -0.8228
C -1.224 1.403 -0.239  0.1174
C -1.509 -0.069 0.127  -0.9818
Nb 0.335 -1.301 0.612  -1.2857
Cl 1.706 -0.246 -1.088  -0.4337
C -0.452 -3.100 -0.543  -0.5594
C 0.581 -3.667 -1.538  -0.1177
C 0.413 -5.158 -1.857  -0.7540
O 1.299 -6.020 -1.133  -0.5237
C -0.735 -2.243 2.319  -0.7155
C 0.065 -3.252 3.149  -0.3640
C -0.724 -3.807 4.355  -0.7490
C -0.371 -3.157 5.671  -0.5418
O 1.012 -3.456 6.001  -0.1710
C 1.401 -3.356 7.259  0.0677
O 0.697 -3.346 8.233  -0.5219
H -3.842 7.162 -1.525  0.2937
H -3.704 6.589 -3.200  0.2624
H -4.398 5.512 -1.981  0.3223
H -1.142 4.192 -2.335  0.3415
H -1.737 3.918 -0.017  0.3249
H -3.434 3.923 -0.524  0.3729
H -3.303 1.625 -0.812  0.3415
H -2.156 1.942 -2.107  0.3771
H -1.047 1.971 0.685  0.3556
H -0.301 1.470 -0.828  0.0108
H -2.140 -0.093 1.032  0.3272
H -2.100 -0.549 -0.668  0.3332
H 1.647 -2.571 0.931  0.0231
H 0.999 -0.332 2.046  -0.0237
H -0.760 -3.925 0.113  0.3064
H -1.331 -2.748 -1.102  0.3161
H 0.537 -3.099 -2.476  0.3193
H 1.591 -3.557 -1.121  0.2990
H -0.592 -5.501 -1.585  0.3485
H 0.536 -5.339 -2.937  0.3063
H 2.147 -6.047 -1.588  0.2934
H -1.041 -1.418 2.983  0.6437
H -1.636 -2.738 1.925  0.4435
H 0.987 -2.779 3.509  0.3206
H 0.396 -4.076 2.508  0.2457
H -1.799 -3.660 4.195  0.3908
H -0.559 -4.889 4.468  0.3112
H -0.444 -2.064 5.610  0.2838
H -0.998 -3.502 6.498  0.4007
H 2.498 -3.275 7.291  0.3619
O 0.739 3.744 -3.043  -0.6614
C 1.844 3.325 -3.245  0.4537
O 2.084 2.337 -4.129  -0.3399
C 3.468 1.956 -4.099  -0.3528
C 4.201 3.171 -3.534  -0.4990
C 3.146 3.752 -2.596  -0.4147
H 3.568 1.084 -3.449  0.2019
H 3.767 1.690 -5.110  0.2976
H 5.138 2.905 -3.050  0.3370
H 4.418 3.881 -4.334  0.2494
H 3.177 3.301 -1.601  0.2495
H 3.173 4.833 -2.495  0.3375

Calculated values
* energy above the lowest of the compared OMol25 structures with the same formula, charge and spin: 0.0 kcal per mole
* net charge: -1
* maximum force: 1.56 eV/A

***

ORCA calculation (ωB97M-V/def2-TZVPD) on C28H47AsN2O4SSi3Sr as an isolated structure.

Each line ends with the Mulliken charge.
Atoms and positions in Å:
Sr -0.570 -0.032 0.098  1.3173
C -0.270 -3.327 -1.498  -0.6197
O 0.257 -2.013 -1.621  0.4279
C 0.665 -1.672 -2.929  -0.5631
C 0.837 -0.164 -2.984  -0.7922
O -0.338 0.532 -2.586  -0.1393
C -1.432 0.284 -3.466  -0.7924
H 0.444 -4.053 -1.895  0.2689
H -1.223 -3.400 -2.028  0.3897
H -0.430 -3.526 -0.435  -0.0668
H -0.092 -1.996 -3.654  0.4465
H 1.609 -2.176 -3.179  0.3732
H 1.114 0.126 -4.008  0.4374
H 1.635 0.164 -2.312  0.1647
H -1.092 0.333 -4.505  0.4259
H -2.168 1.060 -3.289  0.2005
H -1.891 -0.686 -3.262  0.1993
O -1.363 1.202 2.164  -0.8421
C -0.186 1.161 2.580  1.1814
O 0.809 0.954 1.833  -0.8543
C 0.038 1.364 4.065  0.1040
C -0.918 2.059 4.796  -0.8132
C -0.729 2.221 6.157  -0.4816
C 0.402 1.670 6.738  -0.7345
C 1.291 0.987 5.922  -0.1219
N 1.124 0.832 4.614  0.1235
H -1.788 2.442 4.284  0.4641
H -1.451 2.760 6.755  0.4232
H 0.595 1.759 7.798  0.4093
H 2.181 0.537 6.346  0.3731
S -5.498 -1.106 -0.239  -0.3641
C -4.854 -2.621 0.201  -0.4577
C -3.491 -2.588 0.248  -0.7016
C -2.877 -1.334 -0.073  -0.2465
C -3.879 -0.434 -0.365  0.7352
C -3.764 0.987 -0.702  0.0819
C -4.895 1.784 -0.950  -0.9687
C -4.741 3.113 -1.273  -0.4423
C -3.464 3.657 -1.338  -0.8705
C -2.403 2.818 -1.065  -0.8276
N -2.538 1.529 -0.764  0.5496
H -5.503 -3.455 0.407  0.4548
H -2.932 -3.476 0.521  0.2621
H -5.884 1.356 -0.887  0.4361
H -5.611 3.725 -1.469  0.4107
H -3.296 4.695 -1.581  0.4117
H -1.385 3.194 -1.092  0.5166
C 2.316 -5.639 0.106  -1.0342
Si 3.345 -4.328 0.990  0.4430
C 4.619 -3.829 -0.310  -1.1557
C 4.213 -5.255 2.377  -1.1684
As 2.122 -2.399 1.622  0.2742
Si 0.841 -3.197 3.448  0.3997
C 1.910 -3.687 4.917  -1.0934
C -0.139 -4.677 2.825  -0.9515
C -0.487 -2.014 4.038  -0.8275
Si 4.008 -1.025 2.124  0.4237
C 3.849 0.493 3.190  -0.7875
C 5.408 -2.037 2.884  -1.1487
C 4.490 -0.395 0.416  -1.0730
H 3.022 -6.413 -0.208  0.3619
H 1.830 -5.269 -0.790  0.1651
H 1.572 -6.126 0.722  0.3097
H 4.978 -4.737 -0.800  0.4447
H 5.488 -3.313 0.099  0.3078
H 4.172 -3.196 -1.077  0.2186
H 4.886 -5.983 1.916  0.3945
H 3.494 -5.818 2.971  0.3141
H 4.803 -4.632 3.047  0.3154
H 2.429 -4.628 4.747  0.3115
H 1.299 -3.802 5.815  0.4275
H 2.656 -2.918 5.116  0.2383
H 0.422 -5.511 2.428  0.2402
H -0.865 -4.349 2.073  0.0974
H -0.718 -5.047 3.676  0.4178
H -0.142 -1.325 4.801  0.1717
H -1.248 -2.655 4.498  0.4979
H -0.999 -1.449 3.260  0.1204
H 3.835 0.261 4.251  0.1134
H 2.978 1.086 2.944  0.0984
H 4.763 1.058 2.977  0.4042
H 5.052 -2.589 3.756  0.2506
H 6.181 -1.347 3.231  0.4317
H 5.878 -2.744 2.200  0.3334
H 3.681 0.235 0.039  0.1399
H 4.700 -1.161 -0.319  0.3155
H 5.376 0.238 0.511  0.3698

Calculated values
* energy above the lowest of the compared OMol25 structures with the same formula, charge and spin: 21.1 kcal per mole
* net charge: 0
* maximum force: 0.82 eV/A

***

ORCA calculation (ωB97M-V/def2-TZVPD) on CH3NOS as an isolated structure in a non-equilibrium geometry.

Each line ends with the Mulliken charge.
Atoms and positions in Å:
C 0.203 -0.702 0.475  -0.0331
N -0.552 0.385 -0.074  -0.1570
O -0.654 -1.440 -0.278  -0.4351
S -0.058 1.130 -1.394  0.0001
H 1.267 -0.761 0.204  0.2510
H 0.063 -0.782 1.559  0.1978
H -1.265 1.629 -1.736  0.1763

Calculated values
* energy above the lowest of the compared OMol25 structures with the same formula, charge and spin: 96.6 kcal per mole
* net charge: 0
* maximum force: 2.25 eV/A

***

ORCA calculation (ωB97M-V/def2-TZVPD) on a 2-piece molecular cluster, C6H14N2O2 overall in a non-equilibrium geometry.

Each line ends with the Mulliken charge.
Atoms and positions in Å:
C -1.431 -1.840 -2.064  -0.7198
N -2.080 -1.278 -0.874  -0.2892
C -1.349 -1.111 0.271  0.6024
C -1.785 0.011 1.149  -0.7201
O -0.345 -1.789 0.439  -0.6194
H -1.235 -2.901 -1.939  0.2274
H -2.034 -1.731 -2.964  0.3310
H -0.462 -1.315 -2.095  0.2340
H -2.608 -0.440 -1.093  0.2775
H -2.451 0.773 0.734  0.3263
H -2.150 -0.302 2.128  0.3013
H -0.879 0.594 1.320  0.0467
C 0.792 2.951 0.573  -0.8446
N 1.417 1.696 0.934  -0.2211
C 1.586 0.691 -0.048  0.8574
C 2.304 -0.480 0.624  -1.3538
O 1.007 0.774 -1.101  -0.6043
H -0.126 3.143 1.148  0.2500
H 1.494 3.770 0.719  0.3411
H 0.648 2.868 -0.507  0.2898
H 1.868 1.561 1.825  0.1937
H 3.232 -0.067 1.039  0.4218
H 2.571 -1.289 -0.050  0.3555
H 1.637 -0.907 1.365  0.3164

Calculated values
* energy above the lowest of the compared OMol25 structures with the same formula, charge and spin: 21.7 kcal per mole
* structure (SMILES): CNC(C)=O.CNC(C)=O
* net charge: 0
* maximum force: 3.14 eV/A